Record 1
Entry from OMol25: a 2-piece molecular cluster, C6H10F4O2 overall (the ωB97M-V functional and the def2-TZVPD basis).

Geometry as XYZ:
```
22
Properties=species:S:1:pos:R:3
O 0.10723 2.03947 -0.09536
C 1.28757 1.75033 0.53019
C 1.80083 0.27325 0.60205
F 2.57034 0.26193 1.62393
C 2.54537 -0.19429 -0.63742
F 2.40765 -1.45774 -0.96472
F 3.91244 -0.00509 -0.58064
F 2.03896 0.44682 -1.67542
H -0.06309 1.33025 -0.76862
H 1.13490 2.05231 1.66186
H 2.12922 2.41761 0.16486
H 0.95650 -0.37975 0.76819
C -1.71352 -2.14320 -0.38715
C -1.93583 -0.86433 -0.27114
C -2.66918 -0.18343 0.89151
O -1.47541 0.06627 -1.12255
H -1.32720 -2.44319 -1.38452
H -2.15757 -3.01664 0.21799
H -2.86954 0.92252 0.78351
H -1.95173 -0.14126 1.70289
H -3.60171 -0.62551 0.91411
H -1.12624 -0.10632 -1.97355
```

Summary:
SMILES: OC[C@H](F)C(F)(F)F.C=C(C)O
HOMO level in eV: -9.477
E_LUMO in Eh: 0.02076
Relative energy (zero: lowest compared OMol25 entry of this formula, charge and spin) in kJ/mol: 27.8
Net charge: 0
HOMO-LUMO gap in Ha: 0.3690
E_tot in Ha: -784.48941
Max |F| in Eh/bohr: 0.0954
Multiplicity: 1

Record 2
Entry from OMol25: C24H42BeCl3N4O3SSi as an isolated structure (the ωB97M-V functional and the def2-TZVPD basis).

Geometry as XYZ:
```
79
Properties=species:S:1:pos:R:3
C -1.70606 -2.13882 -4.37546
C -1.13024 -2.55926 -3.06750
H -2.06432 -3.02322 -4.91668
H -0.96874 -1.61969 -5.00510
H -2.54860 -1.46232 -4.20132
C -0.48978 -3.72740 -2.91287
C -0.14292 -4.63498 -4.04207
H -0.20002 -4.06301 -1.91489
H 0.26251 -4.09789 -4.90965
H -1.03380 -5.16896 -4.39147
H 0.58182 -5.38769 -3.72256
Be -1.43542 0.81620 -1.94659
Cl -2.70917 0.97845 -0.46390
Cl 0.26774 2.18057 -1.51324
H 0.85213 4.95055 3.31003
H -1.40801 5.90157 1.40175
C 1.15973 4.79649 2.26551
C -0.72233 5.36420 0.72888
N 0.03939 4.35341 1.45351
H 1.95294 4.04193 2.24772
C -0.35267 3.07354 1.54006
O 0.28847 2.23896 2.20922
H -1.30941 4.87524 -0.05710
H -1.26073 2.80686 0.96373
H 1.52174 5.74382 1.86127
H -0.02149 6.08474 0.28929
H 1.74958 -1.60687 -3.77599
H 1.93467 -3.56034 -2.40015
C 2.48499 -1.03254 -3.19962
C 2.80613 -3.09283 -1.91901
N 2.61216 -1.64878 -1.89246
H 2.13841 -0.00008 -3.08259
C 3.16456 -0.89822 -0.86874
O 3.53059 0.26384 -0.97333
H 2.88708 -3.47990 -0.89689
H 3.22500 -1.47404 0.08290
H 3.45274 -1.05607 -3.72779
H 3.70906 -3.36244 -2.49307
O -0.43286 -0.46429 -2.03792
C -1.26429 -1.55630 -1.89906
C 0.14742 -2.51151 -0.00906
C -1.11746 -2.23411 -0.52478
H 1.01412 -1.96420 -0.39043
C 0.29011 -3.51619 0.95464
H -2.32025 -1.20864 -1.95728
C -2.25486 -2.70187 0.13882
H 1.28771 -3.83641 1.26124
C -0.83981 -4.09295 1.52496
C -2.11211 -3.64490 1.15917
H -3.23192 -2.34460 -0.19729
H -0.71762 -4.90686 2.24138
H -2.99901 -4.04403 1.64796
Si -0.38167 3.01703 -3.40627
Cl -1.97450 1.08878 -3.76051
C 1.41894 3.36687 -3.91793
C -1.67185 4.18503 -2.66135
C -0.99536 3.30315 -5.26367
H 2.08456 2.54076 -3.62559
H 1.73358 4.28464 -3.39730
H 1.51923 3.51134 -5.00148
H -0.30630 2.85222 -5.98310
H -1.03571 4.38285 -5.45483
H -1.98860 2.90389 -5.49962
H -2.30132 3.68426 -1.91417
H -2.34632 4.55279 -3.44644
H -1.14671 5.02388 -2.18661
C 0.21495 -3.07692 4.94162
N -0.31135 -1.87738 4.31542
C -1.60617 -1.41094 4.42822
C -1.71152 -0.33423 3.59249
N -0.49450 -0.18965 2.96293
C 0.37413 -1.16984 3.35247
S 1.84198 -1.58135 2.69293
H -0.16787 -3.97446 4.44435
H 1.30069 -3.05321 4.84102
H -0.07292 -3.09323 5.99781
H -2.32400 -1.85884 5.09654
H -2.53340 0.32728 3.36830
H -0.21894 0.63852 2.38451
```

Summary:
HOMO level in eV: -4.429
E_LUMO in Eh: 0.09576
Relative energy (zero: lowest compared OMol25 entry of this formula, charge and spin) in kJ/mol: 52.0
Net charge: -1
HOMO-LUMO gap in Ha: 0.2585
E_tot in Ha: -3467.72443
Max |F| in Eh/bohr: 0.0598
Multiplicity: 1

Record 3
Entry from OMol25: a 2-piece molecular cluster, C3H7OP overall (the ωB97M-V functional and the def2-TZVPD basis).

Geometry as XYZ:
```
12
Properties=species:S:1:pos:R:3
C 2.07649 0.42456 -0.39887
C 1.52332 -0.03654 0.67558
C -1.49695 -0.86273 -0.45036
O -1.58964 1.91625 0.00273
P -1.09096 0.68329 0.55810
H 3.09649 0.42428 -0.64543
H 1.58210 0.99056 -1.21001
H 1.88728 -0.51619 1.54097
H -2.47813 -1.19928 -0.45208
H -1.21568 -0.91583 -1.49242
H -0.95659 -1.56834 0.02933
H -1.33772 0.65998 1.84246
```

Summary:
HOMO level in eV: -8.485
E_LUMO in Eh: 0.00192
Relative energy (zero: lowest compared OMol25 entry of this formula, charge and spin) in kJ/mol: 320.4
Net charge: 0
HOMO-LUMO gap in Ha: 0.3137
E_tot in Ha: -534.95616
Max |F| in Eh/bohr: 0.1115
Multiplicity: 1

Record 4
Entry from OMol25: a 2-piece molecular cluster, CH3O4S overall (the ωB97M-V functional and the def2-TZVPD basis).

Geometry as XYZ:
```
9
Properties=species:S:1:pos:R:3
C -0.59398 -0.36301 -0.33831
O 1.60152 -1.25078 0.33992
O 3.84392 -0.30117 -0.07271
O 1.95339 1.21135 -0.00545
O -1.54140 -0.87384 -0.89565
S 2.47031 -0.07218 0.40755
H 0.15557 0.18638 -0.83296
H 2.52154 -0.00926 1.74595
H -0.22705 -0.58324 0.71032
```

Summary:
HOMO level (spin up / spin down) in eV: -1.953 / -5.379
E_LUMO (spin up / spin down) in Eh: 0.14508 / 0.07050
Relative energy (zero: lowest compared OMol25 entry of this formula, charge and spin) in kJ/mol: 0.0
Net charge: -1
HOMO-LUMO gap (spin up / spin down) in Ha: 0.2168 / 0.2682
E_tot in Ha: -738.94911
Max |F| in Eh/bohr: 0.0945
Multiplicity: 3

Record 5
Entry from OMol25: the molecule C5H10O4 (the ωB97M-V functional and the def2-TZVPD basis).

Geometry as XYZ:
```
19
Properties=species:S:1:pos:R:3
C 0.61199 1.41382 -0.94894
C 0.08439 0.23610 -0.16613
C -0.07075 0.66636 1.25428
O -0.52330 -0.43204 2.04344
C -1.40423 -0.03795 -0.65536
O -1.86053 -1.32875 -0.30506
C 0.95400 -1.04107 -0.14059
O 0.62636 -2.10184 -0.46778
O 2.21509 -0.74030 0.28749
H 0.75923 1.05618 -1.97437
H 1.76309 1.50820 -0.31325
H -0.10100 2.22305 -0.89058
H 0.98191 0.72206 1.59795
H -0.59405 1.35687 1.31578
H -1.18800 -0.83556 1.50321
H -2.16818 0.72111 -0.37443
H -1.41684 0.08463 -1.62182
H -1.20488 -2.01915 -0.34600
H 2.53569 -1.45171 0.20217
```

Summary:
SMILES: CC(CO)(CO)C(=O)O
HOMO level in eV: -10.152
E_LUMO in Eh: 0.02461
Relative energy (zero: lowest compared OMol25 entry of this formula, charge and spin) in kJ/mol: 486.1
Net charge: 0
HOMO-LUMO gap in Ha: 0.3977
E_tot in Ha: -497.32321
Max |F| in Eh/bohr: 0.3507
Multiplicity: 1

Record 6
Entry from OMol25: C15H45AgO20P4S as an isolated structure (the ωB97M-V functional and the def2-TZVPD basis).

Geometry as XYZ:
```
86
Properties=species:S:1:pos:R:3
Ag -1.66758 -3.14681 -2.61497
O -1.34378 -1.06138 -2.30800
H -1.06781 -0.27435 -1.79912
O -3.81944 1.53641 -6.06020
S -3.95548 2.42590 -4.90756
O -4.21356 3.87234 -5.05265
O -5.20877 1.91044 -3.95196
C -5.44985 0.54736 -3.76742
C -6.41463 0.25502 -2.59689
C -2.46282 2.25654 -3.81397
H -4.53432 0.02047 -3.49854
H -5.70684 0.04617 -4.70062
H -7.40438 0.57713 -2.92052
H -6.30045 0.64584 -1.58579
H -6.55023 -0.82581 -2.55780
H -1.66972 2.78258 -4.34536
H -2.23261 1.21955 -3.56957
H -2.54900 2.79509 -2.87023
C 4.63556 2.26587 1.31941
O 3.39358 2.28793 0.65396
P 3.39650 2.37975 -0.95656
O 4.30152 3.37354 -1.64139
O 1.83595 2.45871 -1.37593
C 1.00186 1.48296 -0.84916
O 3.73081 0.84677 -1.39183
C 5.06752 0.57591 -1.79534
H 5.04474 1.25652 1.27591
H 4.51153 2.47890 2.38117
H 5.42601 2.85348 0.85249
H 0.25796 1.95906 -0.21039
H 1.46206 0.76208 -0.17341
H 0.47417 1.02289 -1.68461
H 5.73361 0.37374 -0.95656
H 5.57856 1.40671 -2.28186
H 5.13777 -0.15274 -2.60295
C -3.23458 1.79228 0.23327
O -2.21494 2.21027 1.12378
P -2.42713 2.51421 2.69600
O -1.21257 2.86356 3.49501
O -3.54475 3.61806 2.61402
C -3.31453 4.74478 3.45093
O -3.22251 1.18770 3.24349
C -2.56231 0.23521 4.15851
H -2.79680 0.88526 -0.18358
H -3.47113 2.50834 -0.55376
H -4.18067 1.45001 0.65263
H -2.54774 5.44174 3.11274
H -3.07658 4.47542 4.47997
H -4.24524 5.30729 3.52476
H -3.03204 0.43244 5.12212
H -1.51860 0.49213 4.33953
H -2.55385 -0.80348 3.82813
C 1.94645 -1.11374 -3.06532
O 2.25858 -2.51544 -3.01131
P 1.80014 -3.42127 -1.72843
O 0.38813 -3.87467 -1.89560
O 3.02039 -4.50301 -1.82638
C 3.11202 -5.60687 -0.91575
O 2.04463 -2.63461 -0.36398
C 3.29760 -2.32165 0.11961
H 1.16464 -0.87071 -2.34573
H 1.49778 -0.97437 -4.04887
H 2.85520 -0.51971 -2.96843
H 4.10081 -5.60724 -0.45706
H 2.92391 -6.51004 -1.49626
H 2.44273 -5.54423 -0.05772
H 3.41289 -1.24234 0.02017
H 4.12445 -2.71503 -0.47173
H 3.42495 -2.58963 1.16845
C 1.67956 -4.30839 3.46329
O 1.79431 -2.94122 3.83010
P 0.52433 -1.90295 3.64328
O -0.74294 -2.36427 4.29806
O 1.12729 -0.48055 4.15423
C 2.18263 0.16067 3.49234
O 0.56842 -1.66605 2.05074
C -0.51165 -1.01300 1.42249
H 2.28191 -4.48630 2.57244
H 0.64436 -4.61680 3.31716
H 2.19557 -4.82723 4.27115
H 1.85934 0.98450 2.85604
H 2.82848 -0.53210 2.95285
H 2.82347 0.53078 4.29262
H -1.43639 -1.53441 1.66966
H -0.32285 -1.03797 0.34926
H -0.59344 0.02975 1.72919
```

Summary:
HOMO level (spin up / spin down) in eV: -12.883 / -12.883
E_LUMO (spin up / spin down) in Eh: -0.18115 / -0.28105
Net charge: +1
HOMO-LUMO gap (spin up / spin down) in Ha: 0.2923 / 0.1924
E_tot in Ha: -4013.82059
Max |F| in Eh/bohr: 0.0679
Multiplicity: 2

Record 7
Entry from OMol25: C22H17BCl3IrN7O3S as an isolated structure (the ωB97M-V functional and the def2-TZVPD basis).

Geometry as XYZ:
```
55
Properties=species:S:1:pos:R:3
Ir -0.45564 -1.66340 -1.96618
C -4.51691 -1.33599 -0.58453
C -4.51264 -2.17490 0.52359
C -3.35030 -2.85122 0.84168
C -2.21065 -2.67807 0.05442
N -2.22980 -1.85422 -1.02730
C -3.36147 -1.20833 -1.32708
C -0.92335 -3.30981 0.33642
C -0.68927 -4.14527 1.42993
C 0.58298 -4.63936 1.64963
C 1.59831 -4.29993 0.76307
C 1.29945 -3.48300 -0.30952
N 0.07823 -2.99034 -0.52390
H -5.39991 -0.79088 -0.87042
H -5.39738 -2.29579 1.12610
H -3.32454 -3.50347 1.69944
H -3.34681 -0.56456 -2.19460
H -1.49163 -4.39400 2.10506
H 0.78155 -5.27312 2.49764
H 2.60393 -4.65805 0.89931
H 2.07161 -3.21393 -1.01617
O 1.38524 2.19148 5.82000
S 1.98114 3.49493 5.85647
O 1.29756 4.51847 6.58137
O 3.40193 3.58664 5.65951
C 1.62361 4.08241 4.06236
N 1.74244 5.33427 3.78278
C 1.50753 5.71927 2.51566
C 1.18144 4.80104 1.55635
C 1.09702 3.42357 1.93380
N 1.34058 3.14719 3.24686
C 0.76642 2.33909 1.08239
C 0.60511 1.03548 1.62172
C 0.27046 -0.00381 0.79968
N 0.10257 0.13799 -0.52673
C 0.27200 1.35848 -1.06083
C 0.58327 2.46230 -0.31547
H 1.58763 6.78184 2.31293
H 0.97715 5.10788 0.54277
H 0.73798 0.87453 2.68111
H 0.12971 -0.99330 1.21313
H 0.14990 1.44596 -2.13054
H 0.69778 3.41156 -0.81009
Cl 4.41490 0.03709 -3.08338
C 3.67224 -1.43444 -3.78988
Cl 4.55688 -2.90619 -3.26972
Cl 3.59700 -1.32314 -5.57240
C 2.34431 -1.53851 -3.27657
N 1.28531 -1.62992 -2.83032
B -1.99516 1.33853 -5.06437
C -1.51203 0.24616 -4.14730
N -1.13846 -0.50690 -3.34299
H -3.14600 1.15023 -5.32774
H -1.64657 2.37597 -4.61450
H -1.67667 1.26147 -6.21263
```

Summary:
HOMO level (spin up / spin down) in eV: -13.877 / -13.880
E_LUMO (spin up / spin down) in Eh: -0.34463 / -0.34454
Net charge: +2
HOMO-LUMO gap (spin up / spin down) in Ha: 0.1653 / 0.1655
E_tot in Ha: -3364.77567
Max |F| in Eh/bohr: 0.0898
Multiplicity: 2

Record 8
Entry from OMol25: a 2-piece molecular cluster, C5H8NO overall (the ωB97M-V functional and the def2-TZVPD basis).

Geometry as XYZ:
```
15
Properties=species:S:1:pos:R:3
C -1.39823 0.70201 0.17096
C -2.33554 -0.21306 0.09800
C -0.27964 1.21339 0.10022
C 0.51149 2.36153 0.01859
C 0.22944 -1.97899 0.11420
N 1.09083 -0.86980 -0.25299
O -3.25597 -0.90680 0.09157
H -0.06112 2.93607 -0.63556
H 0.67273 2.98343 1.02773
H 1.53525 2.11790 -0.41768
H -0.80559 -1.41661 0.01864
H 0.19098 -2.68911 -0.70212
H 0.57247 -2.51727 1.01736
H 1.58453 -1.04308 -1.09108
H 1.74838 -0.67962 0.44216
```

Summary:
HOMO level in eV: -14.393
E_LUMO in Eh: -0.20800
Relative energy (zero: lowest compared OMol25 entry of this formula, charge and spin) in kJ/mol: 345.1
Net charge: +1
HOMO-LUMO gap in Ha: 0.3209
E_tot in Ha: -324.90752
Max |F| in Eh/bohr: 0.0874
Multiplicity: 1